No. 1
{"formula": "C20H20F4FeN2O4", "method": "the ωB97M-V functional and the def2-TZVPD basis", "symbols": ["Fe", "C", "C", "N", "C", "C", "C", "C", "N", "C", "C", "F", "C", "F", "C", "C", "F", "C", "F", "H", "H", "H", "H", "H", "H", "H", "H", "H", "H", "H", "H", "H", "H", "H", "O", "C", "O", "C", "C", "C", "C", "C", "C", "C", "O", "O", "H", "H", "H", "H", "H"], "xyz": [[1.22363, 0.02565, -1.01247], [-0.83001, 0.58744, -3.42109], [0.17890, -0.45204, -3.87770], [0.73130, -1.24643, -2.74913], [2.07015, -1.81764, -3.06251], [3.17443, -0.77283, -3.05531], [-0.22186, -2.30024, -2.30815], [-0.84096, -1.99497, -0.94964], [0.25145, -1.62682, -0.07139], [0.31538, -1.91656, 1.22197], [1.54952, -1.64982, 1.89468], [2.54886, -1.15341, 1.17295], [1.72499, -1.89003, 3.23044], [2.89302, -1.62741, 3.79662], [0.68501, -2.41085, 3.99104], [-0.52656, -2.68716, 3.37606], [-1.52796, -3.17886, 4.09442], [-0.72546, -2.45769, 2.03775], [-1.92342, -2.69621, 1.51991], [-1.16099, 1.18163, -4.27205], [-0.39590, 1.27388, -2.68921], [-1.71434, 0.13141, -2.97364], [1.00645, 0.04529, -4.38006], [-0.28196, -1.13055, -4.60132], [2.03940, -2.33789, -4.02508], [2.29454, -2.55602, -2.29237], [3.02613, 0.00905, -3.79875], [4.12981, -1.25047, -3.26942], [3.28769, -0.29533, -2.06970], [0.31275, -3.24752, -2.23787], [-1.01456, -2.43118, -3.04647], [-1.41641, -2.84750, -0.60164], [-1.52269, -1.13959, -1.02603], [0.81186, -2.58646, 5.05083], [3.28220, 1.71841, 0.33678], [2.14569, 1.53423, 0.06416], [-2.76868, 2.41352, 0.01184], [-2.35872, 2.83247, 1.23350], [-3.22514, 3.49554, 2.09601], [-2.77782, 3.95516, 3.31975], [-1.45580, 3.76570, 3.71058], [-0.59339, 3.10625, 2.86104], [-1.02750, 2.62952, 1.61921], [-0.08242, 1.89176, 0.76829], [1.19352, 2.09959, 1.05861], [-0.41078, 1.11611, -0.13310], [-3.67228, 2.71184, -0.13815], [-4.25866, 3.64059, 1.80191], [-3.46431, 4.47790, 3.97303], [-1.11109, 4.12704, 4.66881], [0.43303, 2.93152, 3.15209]], "homo_lumo_gap_ha": [0.33372, 0.22091], "lumo_ev": [-2.48, -5.54], "total_charge": 1, "spin_multiplicity": 6}

=====

No. 2
{"formula": "C20H20F6IrN6O5P", "method": "the ωB97M-V functional and the def2-TZVPD basis", "symbols": ["Ir", "O", "N", "N", "O", "C", "C", "C", "C", "C", "C", "H", "H", "H", "H", "H", "F", "P", "F", "F", "F", "F", "F", "O", "C", "N", "C", "N", "C", "C", "C", "N", "C", "O", "N", "H", "H", "H", "H", "H", "H", "H", "C", "C", "O", "C", "C", "C", "C", "C", "C", "H", "H", "H", "H", "H", "H", "H", "H"], "xyz": [[-0.20677, 1.44453, -0.19478], [-1.34318, 2.68969, 1.54677], [-1.42256, 2.07187, 2.59209], [-1.15918, 0.76801, 2.43178], [-0.94632, 0.24898, 1.25671], [-1.15553, -0.05149, 3.56331], [-0.94399, -1.42929, 3.39012], [-0.95528, -2.23323, 4.50030], [-1.16808, -1.67619, 5.77029], [-1.35498, -0.30088, 5.93025], [-1.35175, 0.52696, 4.83726], [-0.77750, -1.82756, 2.40043], [-0.79783, -3.29765, 4.39223], [-1.18305, -2.32282, 6.63895], [-1.49802, 0.11612, 6.91818], [-1.47551, 1.59458, 4.93929], [1.41291, 1.29095, 1.09872], [2.26070, 2.73185, 1.97280], [3.28926, 1.62605, 2.42488], [3.03965, 2.91852, 0.59036], [1.29885, 2.35136, 3.19014], [1.06951, 3.65224, 1.37962], [2.95908, 3.90967, 2.69807], [2.51019, 3.64584, -2.34619], [1.59343, 3.12664, -1.87865], [0.57251, 2.59858, -1.44924], [-3.47530, -1.38760, -3.03939], [-3.27379, -0.04113, -2.48268], [-4.14322, 0.97941, -2.72250], [-3.94157, 2.23104, -2.26384], [-2.75858, 2.49221, -1.52462], [-1.92711, 1.46231, -1.26507], [-2.15746, 0.17318, -1.71402], [-1.37790, -0.71767, -1.40892], [-2.44792, 3.71178, -1.11678], [-4.47736, -1.44930, -3.45145], [-3.35391, -2.12933, -2.25565], [-2.74696, -1.57958, -3.82469], [-5.01891, 0.72680, -3.30508], [-4.64716, 3.02060, -2.47156], [-3.06849, 4.48310, -1.29867], [-1.60738, 3.89864, -0.59797], [3.60721, -0.67309, -0.02239], [2.55675, -0.83771, -1.07786], [1.65335, -0.04044, -1.29843], [2.60999, -2.07218, -1.94292], [1.39632, -2.76794, -2.19702], [1.40983, -3.85101, -3.03511], [2.62292, -4.24902, -3.63450], [3.82419, -3.53618, -3.40586], [3.82557, -2.47312, -2.54151], [3.12186, -0.68602, 0.95435], [4.06806, 0.31338, -0.10653], [4.36267, -1.45281, -0.06051], [0.47445, -2.42249, -1.74505], [0.49634, -4.39321, -3.24141], [2.64064, -5.13020, -4.26498], [4.74170, -3.83938, -3.89524], [4.74462, -1.93634, -2.33582]], "homo_lumo_gap_ha": [0.27927, 0.12228], "lumo_ev": [-6.77, -10.53], "total_charge": 2, "spin_multiplicity": 5}